Entry 1:
ORCA calculation (ωB97M-V with the def2-TZVPD basis set) on a structure of composition C40H40BClF4InN4P.

Computed properties:
* molar mass: 844.8 g/mol
* gap between HOMO and LUMO: 7.2 eV
* E_LUMO: 0.19 eV

Last column: Mulliken charge in e.
CARTESIAN COORDINATES (ANGSTROEM)
In 0.8442 -0.4541 0.3042  1.8573
C -1.7899 -0.9068 3.2677  -0.5488
C -1.8206 0.6211 3.3202  -1.3835
C -1.1529 1.3342 2.1364  0.1066
N 0.2226 0.8906 1.9346  0.3143
C 1.2409 1.5558 2.4704  0.7479
C 1.1375 2.8843 2.9260  -0.1910
C 1.9745 3.6857 3.6901  -0.6961
C 3.1319 3.3521 4.3622  -0.5498
C 3.7647 2.1191 4.2839  -0.4670
C 3.5259 1.0615 3.4313  -1.1573
C 2.5421 0.8391 2.4307  0.9284
N 2.6394 -0.1281 1.5387  0.1014
C 3.9419 -0.7024 1.1852  -0.8995
C 3.8908 -2.2178 1.0227  -0.6964
C 3.0880 -2.6329 -0.2176  -1.5064
N 1.6512 -2.4699 -0.0217  0.0052
C 0.9311 -3.4460 0.4916  1.1974
C 1.5152 -4.6403 0.9835  -0.9427
C 0.9690 -5.8706 1.3112  -0.8101
C -0.3304 -6.3282 1.1766  -0.6011
C -1.4128 -5.5497 0.7976  -0.5796
C -1.5000 -4.1836 0.6027  -0.6391
C -0.5248 -3.1552 0.6224  0.5869
N -0.8413 -1.8801 0.6111  0.1644
C -2.2248 -1.4532 0.7766  -0.4198
C -2.7121 -1.5573 2.2300  -0.9464
H -2.0694 -1.2861 4.2524  0.4571
H -0.7647 -1.2336 3.0895  0.1531
H -1.3200 0.9478 4.2359  0.4596
H -2.8586 0.9694 3.3780  0.4341
H -1.2384 2.4061 2.3008  0.5534
H -1.7139 1.1373 1.2360  -0.8166
H 0.2463 3.3895 2.5759  0.1531
H 1.6309 4.7070 3.8158  0.3837
H 3.5750 4.1022 5.0057  0.3578
H 4.6070 1.9792 4.9531  0.3528
H 4.2156 0.2376 3.5522  0.3556
H 4.7116 -0.4366 1.9046  0.7603
H 4.2491 -0.2558 0.2392  -0.0125
H 3.4431 -2.6599 1.9157  0.2857
H 4.9110 -2.5983 0.9339  0.4696
H 3.3171 -3.6609 -0.5038  0.7660
H 3.3808 -1.9875 -1.0469  0.4329
H 2.5866 -4.5799 1.1224  0.2588
H 1.6870 -6.5948 1.6840  0.3483
H -0.5168 -7.3754 1.3831  0.3419
H -2.3541 -6.0791 0.6907  0.3692
H -2.5011 -3.8316 0.3949  0.3873
H -2.9024 -2.0174 0.1297  0.6730
H -2.2915 -0.4260 0.4307  -0.9635
H -2.8064 -2.6185 2.4742  0.4619
H -3.7155 -1.1201 2.2922  0.4987
Cl -0.5260 -2.4685 -2.4358  -0.2156
C -1.8762 -1.5407 -3.0086  0.8772
C -2.8111 -2.2185 -3.7789  -0.6634
C -3.8646 -1.5293 -4.3496  -0.6894
C -3.9666 -0.1586 -4.1710  -0.9191
C -3.0409 0.5064 -3.3847  -0.5930
C -1.9915 -0.1660 -2.7520  0.1412
P -0.7455 0.7914 -1.7541  1.2882
C -1.7252 2.1623 -1.0459  0.2112
C -1.1148 3.3889 -0.7821  -0.5213
C -1.8138 4.3901 -0.1185  -0.8209
C -3.1195 4.1765 0.3011  -0.7152
C -3.7266 2.9508 0.0601  -0.7899
C -3.0333 1.9499 -0.6037  -0.5589
C 0.1475 1.4811 -3.2022  1.3312
C 1.1660 0.7231 -3.7747  -0.2047
C 1.8244 1.1756 -4.9079  -0.5994
C 1.4734 2.3883 -5.4804  -0.6436
C 0.4434 3.1372 -4.9305  -0.7294
C -0.2202 2.6866 -3.7979  -0.6850
H -2.6928 -3.2845 -3.9367  0.5164
H -4.5936 -2.0607 -4.9503  0.4028
H -4.7669 0.3970 -4.6451  0.4446
H -3.1259 1.5778 -3.2679  0.3622
H -0.0865 3.5554 -1.0774  0.4500
H -1.3259 5.3383 0.0769  0.4745
H -3.6605 4.9581 0.8220  0.4028
H -4.7430 2.7714 0.3911  0.4564
H -3.5139 0.9931 -0.7633  0.3049
H 1.4542 -0.2187 -3.3332  0.2698
H 2.6352 0.5896 -5.3235  0.4341
H 2.0066 2.7543 -6.3505  0.3873
H 0.1539 4.0799 -5.3803  0.4273
H -1.0298 3.2768 -3.3891  0.3071
F 2.6484 0.5062 -1.2604  -0.4029
B 2.7519 1.9511 -1.0202  0.1264
F 2.9433 2.6122 -2.2225  -0.3541
F 3.7780 2.1953 -0.1102  -0.3853
F 1.4786 2.2984 -0.4501  -0.0206

=====

Entry 2:
ORCA calculation (ωB97M-V with the def2-TZVPD basis set) on a structure of composition C40H40BaF5N4OPTe in a non-equilibrium geometry.

Computed properties:
* ΔE to the lowest compared entry with this formula, charge and spin: 73.1 kcal/mol
* molar mass: 983.7 g/mol
* gap between HOMO and LUMO: 5.5 eV
* E_LUMO: -0.27 eV

Last column: Mulliken charge in e.
CARTESIAN COORDINATES (ANGSTROEM)
Ba -1.1270 0.6178 -1.1346  1.2026
C -1.6614 -3.4217 -1.4155  -1.0890
C -0.6847 -3.6742 -0.2561  -0.7935
C -1.1937 -3.0743 1.0271  0.6852
C -1.6697 -3.8993 2.0387  -1.0873
C -2.2129 -3.3325 3.1814  -0.7190
C -2.2653 -1.9543 3.2718  -0.9889
C -1.7584 -1.2060 2.2194  -0.4338
N -1.2286 -1.7398 1.1187  0.9562
N -1.2853 -2.2109 -2.1546  1.5830
C -2.3863 -1.5742 -2.8654  -1.2235
C -3.6475 -1.3369 -2.0512  0.8029
C -4.8843 -1.5113 -2.6562  -0.9246
C -6.0278 -1.2771 -1.9072  -0.6569
C -5.8974 -0.8886 -0.5831  -0.8988
C -4.6227 -0.7255 -0.0684  -0.3143
N -3.5196 -0.9325 -0.7849  0.5136
C -0.2119 -2.5520 -3.0955  -1.5700
C 0.7188 -1.4354 -3.5059  0.8489
C 1.2502 -1.4275 -4.7885  -1.0618
C 2.1970 -0.4732 -5.1174  -0.6028
C 2.5729 0.4519 -4.1590  -1.0930
C 1.9657 0.3936 -2.9188  -0.1339
N 1.0718 -0.5389 -2.5833  0.3677
H -2.6643 -3.2988 -1.0127  0.5969
H -1.6926 -4.2850 -2.0950  0.3749
H 0.2876 -3.2412 -0.5031  0.1574
H -0.5414 -4.7462 -0.1162  0.3977
H -1.6111 -4.9740 1.9255  0.5158
H -2.5824 -3.9589 3.9834  0.4173
H -2.6632 -1.4463 4.1390  0.5475
H -1.7716 -0.1228 2.2799  0.4938
H -2.6944 -2.0977 -3.7802  0.5524
H -2.0194 -0.6011 -3.2059  -0.0081
H -4.9450 -1.8138 -3.6926  0.5017
H -7.0073 -1.3960 -2.3514  0.4353
H -6.7613 -0.7025 0.0394  0.4593
H -4.4697 -0.4017 0.9556  0.3462
H -0.6320 -3.0113 -4.0020  0.3226
H 0.4079 -3.3185 -2.6250  0.4693
H 0.9143 -2.1546 -5.5157  0.4597
H 2.6241 -0.4417 -6.1111  0.4103
H 3.2950 1.2275 -4.3714  0.4981
H 2.1848 1.1394 -2.1632  0.5520
C 3.6959 1.3045 3.6206  -1.6819
C 3.3880 0.0006 2.9301  1.2301
C 4.1107 -1.1298 3.3096  -0.8197
C 3.9098 -2.3641 2.7124  -0.8621
C 2.9663 -2.4946 1.7060  -0.6231
C 2.2443 -1.3804 1.3114  -0.6261
C 2.4319 -0.1327 1.9088  0.0731
P 1.3819 1.1968 1.2047  1.5138
C 2.4684 2.6779 1.1612  0.3592
C 1.9894 3.8674 1.7104  -0.2518
C 2.7133 5.0447 1.6120  -0.9137
C 3.9330 5.0467 0.9537  -0.7031
C 4.4156 3.8696 0.4042  -0.8034
C 3.7038 2.6763 0.4954  0.9072
C 4.3218 1.4221 -0.0639  -1.5016
C 0.1214 1.5186 2.4607  1.0293
C 0.1612 0.9257 3.7277  -0.4312
C -0.8928 0.9959 4.6157  -1.1064
C -2.0522 1.6741 4.2097  -0.5809
C -2.1354 2.2532 2.9713  -1.1550
C -1.0519 2.2298 2.0306  2.4315
C -1.2002 2.8299 0.7709  -3.5047
H 4.0711 1.1143 4.6267  0.5398
H 2.8254 1.9508 3.6947  0.2275
H 4.4631 1.8626 3.0783  0.2780
H 4.8488 -1.0335 4.0978  0.4500
H 4.4907 -3.2196 3.0335  0.3875
H 2.7980 -3.4526 1.2291  0.4590
H 1.5134 -1.4645 0.5138  0.0502
H 1.0352 3.8636 2.2236  0.3866
H 2.3218 5.9563 2.0450  0.4531
H 4.5069 5.9603 0.8653  0.3851
H 5.3725 3.8691 -0.1061  0.4258
H 5.0406 1.6639 -0.8476  0.5121
H 3.5791 0.7370 -0.4703  -0.0228
H 4.8494 0.8658 0.7145  0.2385
H 1.0358 0.3556 4.0137  0.1733
H -0.8279 0.5300 5.5897  0.4215
H -2.9000 1.7440 4.8833  0.3870
H -3.0400 2.7769 2.6814  0.4454
H -0.3374 3.1336 0.1862  0.5635
H -2.1220 3.3590 0.5538  0.3765
F -3.7509 1.7572 -5.1243  -0.4042
Te -2.0748 2.1334 -4.4213  2.0444
F -1.4332 2.8358 -6.0119  -0.3938
F -1.7334 0.4132 -5.1322  -0.5152
F -2.9853 1.7020 -2.7545  -0.6047
F -2.7189 3.8525 -4.1104  -0.3966
O -0.6021 2.0693 -3.4036  -0.7167

=====

Entry 3:
ORCA calculation (ωB97M-V with the def2-TZVPD basis set) on a structure of composition C40H40BrCrN5O8 in a non-equilibrium geometry.

Computed properties:
* ΔE to the lowest compared entry with this formula, charge and spin: 0.0 kcal/mol
* multiplicity: 4
* molar mass: 850.7 g/mol
* total charge: -1
* gap between HOMO and LUMO (spin up / spin down): 7.4 / 7.2 eV
* E_LUMO (spin up / spin down): 1.94 / 1.82 eV
* ⟨S²⟩: 3.77

Last column: Mulliken charge in e.
CARTESIAN COORDINATES (ANGSTROEM)
Cr -0.2585 0.1660 0.9338  0.6057
O -1.6903 3.1931 3.4580  -0.4974
C -1.8329 1.8637 3.3357  0.0758
O -2.8327 1.2826 3.1105  -0.6184
C -0.4958 1.2305 3.8623  0.2250
C -0.0046 1.4027 5.1290  -0.6309
C 1.0554 0.5364 5.5225  -0.4663
C 1.6159 -0.4053 4.6561  -1.0353
C 1.1201 -0.4046 3.3676  0.1314
N 0.0978 0.3889 2.9795  1.4956
C 1.5470 -1.4818 2.3762  0.6471
O 2.2845 -2.4035 2.7624  -0.8027
O 1.0226 -1.3576 1.2075  -0.2738
H -2.4646 3.6070 3.0276  0.4253
H -0.4965 2.1079 5.8000  0.5270
H 1.4072 0.6844 6.5396  0.4112
H 2.3000 -1.1859 4.9809  0.5458
C 3.5084 1.9868 -5.5224  -1.5823
C 3.7265 0.5794 -4.8926  1.9157
C 5.2130 0.2487 -4.7686  -1.6654
C 3.0605 -0.4143 -5.8405  -2.0023
C 3.0950 0.6399 -3.4673  0.3644
C 1.8861 0.0016 -3.2347  -0.3455
C 1.3454 0.1129 -1.9493  1.1062
Br -0.3328 -0.6051 -1.5318  -0.1240
C 1.8206 0.9455 -0.9448  -1.3592
O 1.2228 1.1065 0.2168  0.3471
C 3.0241 1.6191 -1.2141  -0.6053
C 3.5919 1.4755 -2.4642  -0.6037
C 3.7102 2.3841 -0.0504  2.6547
C 2.8014 3.5443 0.4286  -1.3267
C 3.9846 1.3912 1.1194  -1.6200
C 5.0136 2.9694 -0.4438  -2.7757
H 3.9845 2.0423 -6.4786  0.4873
H 3.8890 2.8267 -4.9598  0.3287
H 2.4189 2.0884 -5.7718  0.3225
H 5.6846 0.3544 -5.7595  0.4420
H 5.3893 -0.7977 -4.4582  0.3502
H 5.7491 0.9523 -4.1182  0.3267
H 3.4071 -0.2741 -6.8775  0.4006
H 1.9662 -0.3016 -5.8700  0.4172
H 3.3571 -1.4336 -5.6503  0.3932
H 1.4308 -0.6537 -3.9680  0.3347
H 4.5794 1.9081 -2.5538  0.4254
H 1.8682 3.0635 0.7699  -0.1235
H 2.7280 4.2210 -0.4073  0.3889
H 3.2768 4.0276 1.2793  0.4719
H 3.0846 0.8105 1.4100  0.0426
H 4.4418 1.9053 1.9311  0.5109
H 4.7377 0.6202 0.7803  0.3158
H 4.9161 3.7961 -1.1490  0.4232
H 5.6787 2.2252 -0.8347  0.5437
H 5.4585 3.4511 0.4252  0.4812
N -2.7447 2.1851 -0.8801  -0.1642
C -1.9014 2.6034 0.0504  0.7003
O -1.3493 1.7955 0.8396  0.1495
C -1.7319 3.9982 0.1463  0.3843
C -2.4557 4.7818 -0.8061  -0.4336
N -3.0896 5.2634 -1.6362  -0.7187
C -0.8289 4.6114 0.9719  0.0281
N -0.1228 5.2449 1.6648  -0.8308
H -3.0134 2.7997 -1.6130  0.1771
H -2.8913 1.1693 -1.0349  0.0993
C -1.7769 -4.2400 -2.2644  -1.9800
C -1.6213 -4.2215 -0.7398  1.2131
C -0.3371 -4.3996 -0.2005  -0.4446
C -0.1466 -4.3248 1.2087  -0.8883
C -1.2561 -3.9775 1.9825  -0.2099
C -2.5332 -3.7838 1.4781  -0.6826
N -3.5094 -3.4198 2.4119  0.0512
C -4.4947 -2.4519 2.3646  0.0562
C -5.7320 -2.5672 3.0290  -0.8194
C -6.7311 -1.6245 2.9068  -0.7095
C -6.4851 -0.4574 2.2150  -0.8838
C -5.2960 -0.3315 1.5046  -0.7110
C -4.2692 -1.3031 1.5952  0.9631
C -2.9561 -0.9145 0.8438  0.4903
O -3.0177 -0.6583 -0.3537  -1.0890
O -1.8568 -0.8370 1.5407  -0.0401
C -2.7395 -3.9520 0.0863  1.4630
C -4.0914 -3.7977 -0.5009  -1.7499
H -0.8141 -4.0034 -2.7525  0.3734
H -2.4233 -3.4677 -2.7249  0.3376
H -2.1562 -5.1898 -2.6381  0.3909
H 0.5231 -4.6243 -0.8177  0.4019
H 0.8335 -4.4835 1.6471  0.3447
H -1.1389 -3.7587 3.0156  0.3598
H -3.6088 -4.0663 3.1519  0.2508
H -5.8760 -3.4409 3.6351  0.3974
H -7.6620 -1.7621 3.4363  0.3920
H -7.2537 0.2601 2.0365  0.4274
H -5.2059 0.5389 0.8644  0.3691
H -4.8363 -3.9042 0.2990  0.3696
H -4.2658 -4.5491 -1.2718  0.6016
H -4.2290 -2.7816 -0.9195  0.1372

=====

Number 1: DFT total energy -86627.5967 eV. Number 2: DFT total energy -81003.6153 eV. Number 3: DFT total energy -164430.6649 eV.